A cluster of 2 separate species, C24H24F5O4S2 in total in a non-equilibrium geometry, computed with ωB97M-V with the def2-TZVPD basis set.

As for the total charge: +1. Its total energy is -68711.5098 eV. The calculation puts the LUMO energy at -4.37 eV. For the largest force on an atom, the calculation gives 0.16953 Eh/bohr. The gap between HOMO and LUMO comes out at 0.24455 hartree.

Last column: natural (NBO) charge in e.
Element x y z (Å)
S 4.953 1.024 -3.310  0.588
S 6.586 2.350 -3.164  -0.052
F 3.039 -1.004 1.361  -0.335
F 4.419 0.772 0.553  -0.346
F 3.483 1.479 3.226  -0.307
F 1.128 1.076 2.559  -0.324
F 2.401 2.857 1.591  -0.322
O -3.172 1.639 3.646  -0.531
O 0.884 2.063 -5.761  -0.583
O 1.869 0.132 -6.798  -0.553
O -4.531 -3.395 4.795  -0.519
C -6.499 -1.437 5.124  -0.159
C 4.306 0.916 -5.104  -0.516
C -0.572 -2.631 3.648  -0.197
C 3.452 1.677 -2.327  -0.534
C 2.505 1.464 2.088  0.940
C -1.181 -0.306 3.394  -0.161
C -7.424 -0.406 5.296  -0.186
C -7.053 0.914 5.046  -0.192
C -3.475 0.488 3.939  0.527
C 2.384 -0.911 -5.898  -0.088
C 1.964 0.488 -0.364  -0.493
C -4.211 -2.237 4.558  0.523
C -2.834 -1.911 4.138  -0.053
C 2.638 0.300 -1.847  -0.434
C -5.197 -1.145 4.697  -0.142
C -2.484 -0.600 3.818  -0.150
C -0.229 -1.323 3.309  -0.197
C -1.874 -2.928 4.057  -0.177
C 3.019 0.423 0.890  0.647
C 0.684 0.811 -6.251  0.793
C -4.833 0.173 4.424  -0.068
C -5.761 1.205 4.604  -0.168
C -0.852 0.238 -6.224  -0.749
C 3.904 -0.658 -5.337  -0.454
H -0.970 -0.892 -6.504  0.252
H 1.891 -0.087 -2.672  0.249
H 3.393 1.650 -5.144  0.296
H 0.173 -3.422 3.591  0.220
H 0.783 -1.092 2.983  0.213
H 7.114 2.176 -1.850  0.220
H 1.665 -1.149 -4.987  0.194
H 2.430 -1.922 -6.531  0.228
H 1.153 -0.362 -0.223  0.291
H 1.381 1.525 -0.389  0.263
H -0.905 0.714 3.132  0.239
H -5.480 2.238 4.406  0.239
H -1.482 0.871 -7.015  0.286
H 3.467 -0.543 -1.741  0.234
H -8.433 -0.634 5.632  0.224
H 3.977 -1.223 -4.290  0.235
H -6.794 -2.465 5.327  0.244
H 2.802 2.318 -3.063  0.270
H -7.770 1.719 5.193  0.224
H -1.308 0.512 -5.159  0.270
H 5.136 1.178 -5.894  0.292
H -2.135 -3.953 4.317  0.245
H 3.768 2.357 -1.423  0.290
H 4.706 -1.110 -6.073  0.255